19
Properties=species:S:1:pos:R:3:forces:R:3:mulliken_charge:R:1 method="wB97M-V/def2-TZVPD" homo_ha="-0.48524 / -0.48525" homo_lumo_gap_ev="7.11 / 7.11" total_energy_ev=-17694.9416 fmax_ev_per_a=4.64 total_charge=+1 lumo_ev="-6.1 / -6.1" de_lowest_kj_mol=361.3
H 3.5740 -1.2479 0.6163 -1.146 -0.238 0.345 0.284
C 1.9281 -0.2964 -0.4168 -1.806 -0.481 0.773 0.565
H -3.0697 0.7650 1.3291 -0.920 0.030 -1.725 0.265
C 2.7157 0.8916 -0.7443 -2.222 0.172 -1.127 -0.941
H 2.8830 1.1216 0.2734 1.486 1.426 0.797 0.285
H 3.4963 0.5168 -1.3438 1.655 0.564 -0.486 0.307
H -2.1147 -0.9992 0.7713 0.385 0.043 0.823 0.328
H 2.0149 1.6409 -1.2457 1.474 -0.848 0.563 0.323
H -4.7295 0.6521 0.7432 -0.529 -1.184 -0.572 0.374
C 2.4519 -1.2163 0.6465 1.560 2.021 0.359 -1.164
H 1.9791 -2.1286 0.8597 -0.512 -1.470 -0.674 0.394
H -3.9383 2.0707 0.4996 0.985 -1.568 -1.337 0.358
H 2.0858 -0.6184 1.5094 0.933 -0.191 0.049 0.307
S -3.0594 0.1871 -1.0496 1.542 -1.079 1.376 0.262
C -2.0029 -0.8761 -0.2767 -1.567 0.808 -2.025 -0.184
H 0.2870 0.4862 -1.1157 0.650 0.160 -0.293 0.195
N 0.6840 -0.2968 -0.6054 -2.547 -0.928 -0.279 -0.437
C -3.7475 0.9288 0.4043 0.356 2.842 3.646 -0.798
H -1.4379 -1.5811 -0.8549 0.223 -0.079 -0.214 0.276

19
Properties=species:S:1:pos:R:3:forces:R:3:mulliken_charge:R:1 method="wB97M-V/def2-TZVPD" homo_ha="-0.37933 / -0.49934" homo_lumo_gap_ev="6.59 / 7.97" total_energy_ev=-17692.1566 spin_multiplicity=3 fmax_ev_per_a=4.17 total_charge=+1 lumo_ev="-3.7 / -5.6" de_lowest_kj_mol=207.5
C 1.8640 -1.4577 -0.8507 -0.022 0.172 0.133 -1.116
C -2.0315 1.4360 1.9973 3.401 2.158 1.081 -0.361
H -0.8939 1.6151 1.8421 -2.748 -0.066 0.736 -0.028
H 1.9270 -1.1383 -1.8904 0.076 -0.002 -0.115 0.351
H -0.2558 -1.8271 -0.9072 -0.064 -0.123 0.059 0.351
H 0.4041 -1.7340 0.7131 -0.109 0.023 -0.019 0.382
H -2.9530 -0.2017 0.6731 -0.054 -0.299 -0.256 0.484
H 1.0739 0.2422 1.8758 0.011 -0.293 0.247 0.237
C 0.4522 -1.2797 -0.2773 -0.646 -0.134 0.049 -0.667
H 2.6016 -0.9106 -0.2652 0.017 0.031 -0.019 0.317
C -0.0409 0.1397 -0.1629 2.479 0.333 0.058 0.172
H -0.3208 1.7961 -1.4068 -0.031 -0.111 -0.210 0.372
N -0.0179 0.8212 -1.5070 -0.316 -0.026 0.263 -0.306
H 0.9222 0.8074 -1.9391 -0.254 0.017 0.168 0.332
H 2.1300 -2.5119 -0.8236 -0.025 -0.015 -0.049 0.377
H -0.6668 0.3311 -2.1330 0.063 0.198 -0.006 0.371
H -2.3924 2.1031 2.7635 -0.757 0.091 0.266 0.291
S 0.8132 1.1970 0.9932 0.974 -0.446 -1.562 -0.281
C -2.6153 0.5723 1.3050 -1.997 -1.508 -0.824 -0.276

20
Properties=species:S:1:pos:R:3:forces:R:3:mulliken_charge:R:1 method="wB97M-V/def2-TZVPD" homo_ha=-0.08885 homo_lumo_gap_ev=5.08 total_energy_ev=-28540.0794 fmax_ev_per_a=2.95 total_charge=-1 smiles=[S-]CCNCCCS lumo_ev=2.7 de_lowest_kj_mol=61.6
N 0.8453 0.5412 0.9545 -0.191 1.470 -0.928 -0.457
H 2.3457 2.0993 -0.6767 -0.533 -0.598 0.134 0.202
H -1.3601 -1.9994 -1.3843 -0.249 -0.429 0.500 0.370
C 0.4433 -0.5517 0.0258 1.058 -0.220 2.747 -0.454
H -1.1085 -4.5288 -0.6756 -0.301 -0.324 -1.043 0.092
H -2.6290 -2.3280 -0.1243 0.076 1.064 -0.343 0.379
S -0.9284 -3.7292 0.3365 0.997 0.864 1.251 -0.274
H 1.9650 3.4405 0.2811 -0.941 -0.336 -0.474 0.264
H 1.8520 0.6603 0.9948 0.079 -0.741 -0.037 0.274
H -1.1245 -0.9626 1.4635 0.193 0.216 -0.178 0.288
C 1.4482 2.6615 -0.3594 1.222 0.908 -0.501 -0.679
H 0.0681 2.5024 1.2585 0.121 -0.091 0.086 0.318
H 0.6665 -0.4069 -1.0306 -0.239 0.215 -0.152 0.283
S 0.6714 3.3159 -1.8871 0.222 0.365 0.058 -0.694
H 1.1078 -1.3242 0.4608 -0.555 -0.475 -0.906 0.383
C -1.5689 -2.1091 -0.3014 -0.430 -0.800 -0.944 -0.693
H -0.4639 1.7205 -0.1856 0.260 0.112 -0.121 0.147
C -1.0179 -0.8655 0.3759 -0.055 -0.364 -0.179 -0.479
H -1.6392 -0.0172 0.0459 0.083 -0.284 0.175 0.283
C 0.4273 1.8809 0.4277 -0.815 -0.553 0.857 -0.554

18
Properties=species:S:1:pos:R:3:forces:R:3:mulliken_charge:R:1 method="wB97M-V/def2-TZVPD" homo_ha="0.06154 / -0.17344" homo_lumo_gap_ev="2.11 / 8.83" total_energy_ev=-7423.3220 spin_multiplicity=2 fmax_ev_per_a=3.93 total_charge=-1 lumo_ev="3.8 / 4.1" de_lowest_kj_mol=204.6
H 1.3636 1.6280 0.2843 -1.104 0.559 2.034 0.332
H -1.2322 1.0680 -1.7442 -0.565 -0.614 -1.590 0.475
H 0.0597 -0.8941 -2.6677 -0.761 0.380 0.276 0.268
C -1.3833 0.6244 -0.7876 0.894 -0.534 -0.318 -1.250
C -0.3537 -0.4677 -0.5661 -0.583 1.232 0.414 1.131
H 2.6456 0.5843 0.2734 0.137 -0.437 1.447 0.482
C 0.0375 -1.1774 -1.6135 1.720 -2.315 -0.965 -1.370
C -0.7073 0.1259 1.8873 -1.017 0.273 -0.175 -2.025
H -0.5114 -0.2613 2.8741 0.289 -0.079 0.465 0.620
H -0.4016 1.1983 1.8858 -0.136 -0.668 -0.088 0.211
H -1.8614 0.1423 1.8388 1.660 -0.184 -0.388 0.484
O 2.0136 1.1403 -0.1439 1.373 0.396 -3.657 -1.086
H 1.1224 -0.7628 1.0183 0.641 0.941 -0.275 -0.300
C 0.0493 -0.7274 0.8348 -1.121 -2.383 1.538 -0.301
H -1.3257 1.5583 -0.3039 0.357 0.731 1.939 0.571
H -0.0376 -1.8519 1.1281 -0.881 1.405 -0.526 0.219
H 0.5901 -2.1510 -1.5074 -0.377 1.055 0.319 0.334
H -2.3538 0.1832 -0.5657 -0.524 0.240 -0.450 0.202

18
Properties=species:S:1:pos:R:3:forces:R:3:mulliken_charge:R:1 method="wB97M-V/def2-TZVPD" homo_ha="0.04621 / -0.20967" homo_lumo_gap_ev="2.49 / 9.45" total_energy_ev=-7425.1580 spin_multiplicity=2 fmax_ev_per_a=1.01 total_charge=-1 lumo_ev="3.7 / 3.7" de_lowest_kj_mol=27.4
C 1.7168 1.2379 1.2015 0.132 -0.637 0.769 -1.038
C -0.1040 -0.4611 0.9659 0.328 0.431 -0.702 1.204
H 2.3728 0.6888 0.5218 0.085 0.448 -0.197 0.198
H 1.5243 -1.7141 0.2581 0.197 0.362 0.015 0.595
O -2.1141 1.2729 -4.4994 -0.080 0.006 -0.028 -1.964
H -2.0029 -0.0879 -0.0919 0.117 0.457 0.648 0.512
H -1.2353 1.0208 -4.1574 -0.040 0.005 0.042 0.698
H 2.0900 0.9552 2.2003 -0.183 -0.069 0.006 0.316
H -1.9616 1.4777 -5.4347 0.122 -0.027 0.045 0.729
H -0.4243 1.6118 0.9501 -0.295 -0.074 -0.462 0.232
H -2.0881 -1.2828 1.2689 -0.012 0.094 -0.139 0.384
H 1.5641 -1.3421 2.0239 0.066 -0.076 -0.219 0.321
C 0.9241 -1.5427 1.1598 -0.457 -0.612 -0.088 -2.457
H -1.3693 -1.5999 -0.3029 0.234 -0.484 0.085 0.557
C -1.4608 -0.8472 0.4800 -0.510 -0.509 -0.244 -1.998
H 1.8466 2.3151 1.1744 0.033 0.054 -0.494 0.521
H 0.4296 -2.5077 1.2927 -0.061 -0.003 0.315 0.514
C 0.2921 0.8051 0.9886 0.325 0.633 0.648 -0.326

18
Properties=species:S:1:pos:R:3:forces:R:3:mulliken_charge:R:1 method="wB97M-V/def2-TZVPD" homo_ha=-0.36666 homo_lumo_gap_ev=11.06 total_energy_ev=-7426.3413 fmax_ev_per_a=1.29 total_charge=0 smiles="CC=O.CCC" lumo_ev=1.1 de_lowest_kj_mol=93.6
H 3.6325 2.2288 -2.5510 0.202 0.103 0.126 0.282
H 5.2186 1.3807 -5.0923 -0.427 -0.169 -0.078 0.316
C -3.0751 0.1287 2.2678 -1.023 0.012 -0.027 -1.188
C 4.7681 2.0637 -4.3455 1.008 0.223 0.199 0.165
C -3.1504 -1.3725 2.0205 0.329 -0.378 0.972 -0.188
H -2.3378 -2.6608 3.6490 -0.008 0.153 0.059 0.280
C -2.0159 -2.1261 2.7586 0.750 0.081 -1.047 -1.003
H -3.1360 -1.6155 0.9579 -0.041 0.154 0.010 0.268
H -1.5106 -2.8374 2.0901 -0.393 -0.168 0.178 0.297
C 3.8537 1.4923 -3.3161 -0.827 -0.132 0.096 -0.851
H 2.8839 1.1773 -3.7160 0.156 0.057 -0.341 0.277
H -4.0746 -1.7565 2.4416 -0.361 0.009 -0.237 0.251
O 5.1795 3.1981 -4.3179 -0.391 -0.062 -0.055 -0.456
H -2.2274 0.5527 1.7406 0.115 0.292 0.151 0.329
H -4.0033 0.6261 1.9652 0.204 -0.022 -0.555 0.339
H -1.1950 -1.4419 2.9924 -0.203 0.087 0.383 0.293
H -3.0761 0.3744 3.3305 0.631 -0.220 0.114 0.321
H 4.2661 0.5877 -2.8754 0.278 -0.020 0.054 0.267

18
Properties=species:S:1:pos:R:3:forces:R:3:mulliken_charge:R:1 method="wB97M-V/def2-TZVPD" homo_ha=-0.35706 homo_lumo_gap_ev=10.89 total_energy_ev=-7426.7385 fmax_ev_per_a=0.33 total_charge=0 smiles=CC[C@@H](C)OC lumo_ev=1.2 de_lowest_kj_mol=55.3
H 2.6539 -0.2639 -0.1826 0.022 0.116 0.062 0.278
C -0.0129 0.1963 -0.2811 -0.230 0.061 -0.229 0.426
H 0.4198 -0.4164 -1.0935 -0.034 0.029 0.145 0.287
H -0.9268 2.1634 -0.1204 0.100 -0.123 -0.105 0.290
C -0.3225 1.5914 -0.8355 -0.008 0.043 -0.010 -1.312
C 2.2238 0.5509 0.4192 0.117 0.010 -0.093 -0.702
H -1.5209 0.0246 1.1982 -0.038 -0.037 -0.178 0.317
C -1.2902 -0.4656 0.2427 0.027 0.074 -0.040 -0.547
H 0.5810 2.1715 -1.0524 -0.155 -0.150 0.032 0.365
H -0.4233 -2.2436 1.1623 -0.078 0.073 -0.105 0.285
H 2.2618 1.4790 -0.1659 0.186 -0.116 0.126 0.275
H -0.8805 1.5010 -1.7749 0.038 0.023 0.184 0.359
H -1.0025 -2.4975 -0.4961 -0.003 0.100 0.128 0.317
O 0.9080 0.2459 0.7988 -0.267 -0.049 0.166 -0.352
H -2.1597 -2.3570 0.8321 0.160 0.024 -0.037 0.353
H -2.1134 -0.2355 -0.4510 0.210 -0.022 0.160 0.326
C -1.2073 -1.9765 0.4471 0.030 -0.023 0.000 -1.215
H 2.8067 0.6769 1.3365 -0.077 -0.032 -0.207 0.249

18
Properties=species:S:1:pos:R:3:forces:R:3:mulliken_charge:R:1 method="wB97M-V/def2-TZVPD" homo_ha=-0.35442 homo_lumo_gap_ev=10.44 total_energy_ev=-7424.8801 fmax_ev_per_a=0.66 total_charge=0 smiles="C=CC.C=O.C" lumo_ev=0.8 de_lowest_kj_mol=234.6
H 1.7237 -1.4932 1.0056 -0.019 -0.150 -0.149 0.303
C 1.3395 -1.5778 -0.0124 0.011 -0.176 -0.034 -0.663
H -1.0667 0.0432 -1.4562 -0.235 0.149 0.120 0.331
H -0.6583 2.2509 -0.4920 0.117 -0.073 0.044 0.488
H 0.6753 -0.7376 -0.1832 0.261 -0.237 0.011 -0.237
H 1.4550 1.8799 -1.1512 0.191 -0.096 0.086 0.305
H 1.3620 2.6426 0.5515 0.073 -0.012 -0.019 0.297
C 1.7044 1.7988 -0.0746 0.481 -0.040 0.131 -0.214
C -1.1563 0.2074 -0.3817 -0.332 0.331 0.029 0.119
H -1.4220 -0.8617 1.4752 -0.039 0.010 -0.162 0.316
H -2.8308 -0.7244 0.4118 -0.030 -0.227 0.118 0.324
H -1.5666 -1.8987 0.0330 0.063 0.178 0.017 0.322
C -0.8514 1.3921 0.1383 -0.383 -0.052 -0.070 -1.082
H 0.7806 -2.5046 -0.1475 0.170 -0.051 0.016 0.329
C -1.7513 -0.8989 0.4317 -0.103 -0.090 0.059 -1.101
O 2.3304 0.8814 0.3867 0.083 0.639 -0.155 -0.406
H 2.1648 -1.5000 -0.7199 -0.037 -0.172 0.105 0.310
H -0.8200 1.5387 1.2163 -0.273 0.069 -0.148 0.261

18
Properties=species:S:1:pos:R:3:forces:R:3:mulliken_charge:R:1 method="wB97M-V/def2-TZVPD" homo_ha=-0.37231 homo_lumo_gap_ev=11.19 total_energy_ev=-7425.8878 fmax_ev_per_a=2.95 total_charge=0 smiles=CCCCCO lumo_ev=1.1 de_lowest_kj_mol=137.4
H 2.4265 0.7863 -0.9431 0.055 -0.138 0.030 0.279
H -2.6276 1.3672 0.0428 0.002 -0.158 -0.032 0.313
C 1.0806 -0.6211 0.1177 0.073 0.303 0.975 -0.439
C -1.4296 -0.4303 0.3078 0.012 -0.024 0.046 -0.342
H -0.0974 1.0903 -0.4401 -0.044 -0.099 0.001 0.297
H -3.5802 -0.0822 0.3989 0.131 0.064 -0.078 0.356
H -2.8805 0.1457 -1.2113 0.026 0.004 0.149 0.309
H 1.3140 -0.2394 1.1661 -2.460 -1.579 -0.397 0.265
H -1.5636 -1.5173 0.2111 0.035 0.171 0.008 0.293
O 2.7970 0.5917 1.1631 1.151 0.427 -1.221 -0.592
H -0.3529 -0.2526 -1.5432 0.289 -0.055 0.253 0.309
C 2.4279 -0.0031 -0.1870 0.664 0.781 0.953 -0.572
H -1.2471 -0.2394 1.3734 -0.058 -0.028 -0.130 0.314
H 1.0590 -1.7215 0.1009 0.112 0.367 -0.101 0.377
H 3.2223 -0.7317 -0.3747 -0.156 0.285 -0.039 0.262
C -0.1880 -0.0056 -0.4804 0.092 0.096 0.128 -0.504
C -2.7006 0.2880 -0.1388 -0.042 0.018 -0.034 -1.235
H 2.4674 1.4995 1.2758 0.118 -0.434 -0.510 0.309

18
Properties=species:S:1:pos:R:3:forces:R:3:mulliken_charge:R:1 method="wB97M-V/def2-TZVPD" homo_ha=-0.35451 homo_lumo_gap_ev=10.82 total_energy_ev=-7426.7581 fmax_ev_per_a=0.27 total_charge=0 smiles=CC[C@@H](C)OC lumo_ev=1.2 de_lowest_kj_mol=53.4
H 2.2462 -0.8782 -0.2735 -0.010 0.104 0.067 0.297
H -0.1978 -2.0319 1.0842 -0.122 -0.003 -0.107 0.256
H 0.2902 -0.0062 -1.2027 -0.027 0.036 0.142 0.358
H -2.1025 -0.3163 -0.6171 0.108 -0.021 0.099 0.328
C -0.9666 -1.9150 0.3143 0.021 -0.041 -0.009 -1.172
C -0.4606 1.8735 -0.4579 -0.008 0.039 -0.010 -1.432
C -0.1146 0.4023 -0.2608 -0.176 0.011 -0.126 0.369
H 0.4218 2.4477 -0.7595 -0.102 -0.094 0.037 0.337
O 0.8671 0.2777 0.7611 -0.051 -0.019 0.063 -0.361
H -0.8347 2.2968 0.4803 0.035 -0.081 -0.113 0.331
H -1.7253 -0.0379 1.0822 0.074 -0.042 -0.113 0.320
H -1.2297 1.9985 -1.2278 0.104 -0.030 0.085 0.370
H 2.8264 0.0132 1.1579 -0.056 0.019 -0.141 0.248
C -1.3208 -0.4401 0.1439 -0.049 0.058 -0.014 -0.497
H 2.5146 0.8819 -0.3681 -0.056 -0.067 0.095 0.287
H -1.8400 -2.5062 0.6084 0.127 0.093 -0.044 0.379
H -0.5748 -2.3367 -0.6205 -0.076 0.067 0.136 0.293
C 2.1699 0.0666 0.2857 0.263 -0.028 -0.045 -0.712